# 1
This record from OMol25 describes a structure of composition C21H14Cl5F5MoNOSi. The level of theory is wB97M-V/def2-TZVPD.

For the strongest force on any atom, the calculation gives 0.878 eV Å⁻¹. The value obtained for the frontier orbital gap (alpha / beta) is 7.0 / 7.3 eV. As for the net charge: +1. The value obtained for the energy relative to the best compared isomer or geometry (same formula, charge and spin) is 0.0 kJ/mol. As for the multiplicity: 3. The HOMO energy (alpha / beta) comes out at -11.8 / -12.1 eV.

Positions of all 49 atoms, in Å:
Mo: -1.3028 -0.8469 0.6506
Cl: -2.6422 -2.4119 -1.4270
C: -0.9052 -2.5599 -1.6508
C: -0.1046 -1.8681 -0.7540
C: 1.2754 -2.0022 -0.8887
Cl: 2.3488 -1.2079 0.2030
C: 1.8197 -2.7955 -1.9016
Cl: 3.5152 -2.9604 -2.0618
C: 0.9758 -3.4664 -2.7941
Cl: 1.6339 -4.4385 -4.0340
C: -0.4109 -3.3546 -2.6723
Cl: -1.4674 -4.1753 -3.7365
C: 1.0252 -2.3129 4.1477
Si: -0.5150 -1.8232 3.2679
C: -1.1038 -3.1505 2.0644
C: -1.9221 -1.3071 4.3554
N: -0.1875 -0.4673 2.0851
C: 0.4388 0.7832 2.3844
C: 0.8131 1.6198 1.3368
C: 1.3876 2.8490 1.6145
C: 1.5963 3.2382 2.9309
C: 1.2260 2.3988 3.9710
C: 0.6437 1.1685 3.7039
H: 0.9163 -3.3400 4.5071
H: 1.2323 -1.6747 5.0056
H: 1.8862 -2.2830 3.4769
H: -1.1868 -4.0217 2.7238
H: -0.3976 -3.4209 1.2783
H: -2.1098 -3.0575 1.6278
H: -2.4721 -2.1802 4.7157
H: -2.6287 -0.6747 3.8127
H: -1.5902 -0.7476 5.2309
H: 0.6821 1.3018 0.3090
H: 1.6823 3.4974 0.8004
H: 2.0506 4.1956 3.1464
H: 1.3883 2.6988 4.9975
H: 0.3488 0.5265 4.5237
F: -5.9987 3.7864 -2.4093
C: -5.1481 2.9679 -1.8090
C: -3.7835 3.1417 -1.9812
F: -3.3265 4.1231 -2.7453
C: -2.8964 2.2846 -1.3516
F: -1.5836 2.4447 -1.5128
C: -3.3741 1.2589 -0.5546
O: -2.5060 0.4178 0.0630
C: -4.7363 1.0832 -0.3840
F: -5.1900 0.0913 0.3819
C: -5.6257 1.9398 -1.0107
F: -6.9307 1.7750 -0.8487

***

# 2
This record from OMol25 describes the molecule C21H14F3N3O3. The level of theory is wB97M-V/def2-TZVPD.

For the strongest force on any atom, the calculation gives 17.150 eV Å⁻¹. The value obtained for the frontier orbital gap is 7.2 eV. The SMILES is Cc1cc(N/C=C2\C(=O)N(c3cccc(C(F)(F)F)c3)C(=O)c3ccccc32)no1. The HOMO energy comes out at -8.3 eV.

Positions of all 44 atoms, in Å:
C: -7.0372 -2.2056 0.8405
C: -5.4789 -2.1360 0.4870
C: -4.6009 -0.9861 0.4403
C: -3.4566 -1.7179 0.1210
N: -3.6369 -3.1612 -0.1535
O: -5.0243 -3.3460 0.2614
N: -2.3690 -1.2430 0.1569
C: -2.0192 0.2055 -0.0191
C: -0.7975 0.7553 -0.1420
C: 0.4100 -0.2097 -0.3370
N: 1.5747 0.5963 -0.4069
C: 1.8408 1.8443 -0.3885
O: 3.1138 1.9452 -0.5090
C: 0.8325 2.7261 0.0073
C: 1.0785 3.9843 -0.0339
C: 0.0053 4.8710 0.4516
C: -1.1941 4.2776 0.4834
C: -1.5508 3.0425 0.3921
C: -0.3973 2.2626 0.0179
H: -2.5719 2.8312 0.5117
H: -2.0812 5.1337 0.5171
H: 0.1722 6.0512 0.5777
H: 2.1112 4.4292 0.0564
C: 2.6578 -0.4405 -0.5136
C: 3.7426 -0.4306 -0.0010
C: 4.8847 -1.4353 -0.0346
C: 4.8511 -2.3868 -1.1990
C: 3.8460 -1.9217 -2.1421
C: 2.6721 -1.2617 -1.7515
H: 1.9810 -1.1684 -2.5037
H: 3.8418 -2.5479 -3.0728
H: 5.6384 -2.8922 -1.5099
C: 5.9682 -1.5422 0.9713
F: 5.6249 -1.2347 2.1471
F: 6.2892 -2.9263 1.1291
F: 7.0783 -0.7198 0.5763
H: 3.7473 -0.0186 0.9808
O: 0.2488 -1.3582 -0.1987
H: -1.4990 -1.6838 -0.2066
H: -2.9533 0.9536 0.4279
H: -4.8959 -0.1234 0.8107
H: -7.7449 -2.5212 0.1192
H: -7.3766 -2.9284 1.6140
H: -7.5254 -1.3626 1.0248

***

# 3
This record from OMol25 describes a structure of composition C21H14F4N4O3S5Ti. The level of theory is wB97M-V/def2-TZVPD.

For the strongest force on any atom, the calculation gives 1.377 eV Å⁻¹. The value obtained for the frontier orbital gap (alpha / beta) is 3.5 / 3.5 eV. The value obtained for the energy relative to the best compared isomer or geometry (same formula, charge and spin) is 43.8 kJ/mol. The HOMO energy (alpha / beta) comes out at -6.6 / -6.6 eV.

Positions of all 52 atoms, in Å:
Ti: 2.2237 -0.0088 -0.9711
C: -0.0697 1.4309 -2.5100
O: 0.8849 0.3462 -2.5842
C: 0.3867 -0.8577 -3.1999
C: 0.1599 -1.8947 -2.1283
O: 1.4226 -2.0180 -1.4621
C: 1.4406 -2.8872 -0.3181
C: 2.7932 -2.6804 0.3140
O: 2.9775 -1.2680 0.5444
C: 3.0492 -0.8720 1.9357
H: -0.3791 1.6854 -3.5221
H: 0.4481 2.2713 -2.0564
H: -0.9247 1.1452 -1.8985
H: 1.1558 -1.1929 -3.8965
H: -0.5344 -0.6429 -3.7399
H: -0.1256 -2.8528 -2.5678
H: -0.5999 -1.5755 -1.4086
H: 1.3204 -3.9240 -0.6388
H: 0.6326 -2.6160 0.3673
H: 3.5898 -2.9969 -0.3602
H: 2.8603 -3.2203 1.2574
H: 3.8950 -1.3821 2.3935
H: 2.1234 -1.1290 2.4472
H: 3.2122 0.2018 1.9457
S: 8.3164 3.1899 -3.3676
C: 6.9519 2.4665 -2.8418
S: 6.4482 0.8807 -3.3462
C: 4.9792 0.8020 -2.4111
C: 4.7021 1.8786 -1.6589
S: 3.2777 1.9991 -0.6405
S: 5.8435 3.1965 -1.7218
S: 3.9670 -0.6216 -2.4919
F: -3.0178 -1.1706 3.8519
C: -3.4072 -0.2535 2.9579
C: -4.6827 0.2263 3.0266
F: -5.4690 -0.2531 3.9914
C: -5.2002 1.2018 2.1279
C: -4.2532 1.6356 1.1586
C: -2.9839 1.1486 1.1072
F: -2.1568 1.6040 0.1410
C: -2.4849 0.1791 1.9909
C: -1.1509 -0.3262 1.8805
C: -0.2110 0.0872 0.9839
N: 0.6753 0.2883 0.2300
C: -0.6273 -1.4246 2.6333
N: -0.0585 -2.2946 3.1314
F: -4.6037 2.5465 0.2471
C: -6.5155 1.6851 2.1858
C: -7.0246 2.6617 1.2832
N: -7.4912 3.4501 0.5844
C: -7.4713 1.2390 3.1425
N: -8.2941 0.9161 3.8815

***

# 4
This record from OMol25 describes a structure of composition C21H14I2N6O3RhS2. The level of theory is wB97M-V/def2-TZVPD.

For the strongest force on any atom, the calculation gives 0.861 eV Å⁻¹. The value obtained for the frontier orbital gap (alpha / beta) is 7.1 / 5.1 eV. As for the net charge: -1. The value obtained for the energy relative to the best compared isomer or geometry (same formula, charge and spin) is 1.5 kJ/mol. As for the multiplicity: 5. The HOMO energy (alpha / beta) comes out at -5.7 / -5.6 eV.

Positions of all 49 atoms, in Å:
Rh: 0.9486 -0.2139 -0.0102
S: 2.8589 -1.2344 1.0432
C: 3.8223 -0.2216 0.0033
S: 2.9163 1.0485 -0.7461
C: 5.1610 -0.4189 -0.1805
C: 5.8638 -1.4736 0.4915
N: 6.4431 -2.3069 1.0349
C: 5.9258 0.4352 -1.0394
N: 6.5423 1.1198 -1.7296
I: -2.5427 -2.9455 3.1051
C: -1.7943 -1.0145 3.3591
C: -2.1276 -0.2701 4.4970
C: -1.6566 1.0047 4.6667
I: -2.2148 2.0509 6.3981
C: -0.8209 1.5969 3.6924
C: -0.2882 2.9054 3.7479
C: 0.4984 3.3709 2.7336
C: 0.7848 2.5332 1.6440
N: 0.3125 1.3129 1.5666
C: -0.4845 0.8281 2.5534
C: -0.9701 -0.5168 2.3486
O: -0.6494 -1.1587 1.2839
H: -2.7683 -0.7136 5.2467
H: -0.5099 3.5341 4.6002
H: 0.9111 4.3705 2.7606
H: 1.4145 2.8638 0.8278
C: -2.6401 0.5152 -2.0698
C: -1.6662 0.5699 -3.2675
C: -0.4216 1.2712 -2.7145
O: -0.5355 1.1902 -1.2824
C: -1.9271 1.3100 -0.9794
H: -2.7913 -0.5154 -1.7485
H: -3.6155 0.9447 -2.2975
H: -2.0767 1.1165 -4.1156
H: -1.4150 -0.4300 -3.6094
H: -0.3965 2.3281 -2.9965
H: 0.5102 0.7938 -3.0060
H: -2.2085 2.3687 -1.0085
H: -2.0875 0.9253 0.0259
N: -0.8055 -3.0863 -0.8166
C: -0.2007 -2.4730 -1.8583
O: 0.6626 -1.5502 -1.6647
C: -0.5132 -2.8773 -3.1771
C: -1.4878 -3.8816 -3.3949
N: -2.3182 -4.6772 -3.5206
C: 0.1155 -2.2507 -4.2821
N: 0.6162 -1.7440 -5.1918
H: -0.8056 -2.6199 0.0850
H: -1.5680 -3.7146 -1.0082

***

# 5
This record from OMol25 describes a structure of composition C21H15BF4IIrN3. The level of theory is wB97M-V/def2-TZVPD.

For the strongest force on any atom, the calculation gives 1.015 eV Å⁻¹. The value obtained for the frontier orbital gap (alpha / beta) is 6.5 / 3.6 eV. As for the net charge: +2. The value obtained for the energy relative to the best compared isomer or geometry (same formula, charge and spin) is 56.4 kJ/mol. As for the multiplicity: 2. The HOMO energy (alpha / beta) comes out at -14.0 / -14.0 eV.

Positions of all 46 atoms, in Å:
Ir: 0.2669 0.9708 -0.2642
I: 0.0832 3.0644 1.2905
C: 1.6880 4.0224 0.3679
C: 2.1093 5.2788 0.7097
C: 3.1798 5.8402 -0.0119
C: 3.7730 5.1353 -1.0263
C: 3.3296 3.8368 -1.3710
C: 3.9234 3.0991 -2.4191
C: 3.4781 1.8428 -2.7587
C: 2.4168 1.2720 -2.0517
C: 1.7973 1.9419 -0.9965
C: 2.2537 3.2580 -0.6543
H: 1.6392 5.8395 1.5061
H: 3.5239 6.8327 0.2422
H: 4.5960 5.5672 -1.5806
H: 4.7426 3.5478 -2.9676
H: 3.9393 1.2987 -3.5703
H: 2.0571 0.2886 -2.3439
F: -3.1460 -1.7267 -1.5723
B: -2.8087 -0.8271 -2.5039
F: -1.1921 0.0054 -1.1724
F: -3.4764 0.2975 -2.5757
F: -1.9625 -1.1910 -3.4403
C: 1.7481 -1.9936 2.4274
C: 1.4950 -0.8370 1.7140
N: 0.5385 -0.7727 0.7667
C: -0.2339 -1.8425 0.5314
C: -0.0521 -3.0437 1.2353
C: 0.9918 -3.1166 2.1710
C: -0.8446 -4.2079 0.9565
C: -2.2004 -4.2927 0.7459
C: -3.1844 -3.2706 0.9618
C: -4.5250 -3.5495 0.6713
C: -5.4423 -2.5186 0.8733
N: -5.0682 -1.3427 1.3308
C: -3.7562 -1.1562 1.5465
N: -2.8161 -2.0597 1.4211
H: 2.5385 -2.0014 3.1634
H: 2.0735 0.0652 1.8612
H: -0.9538 -1.7500 -0.2661
H: 1.1743 -4.0370 2.7112
H: -0.3031 -5.1492 0.9778
H: -2.5974 -5.2651 0.4796
H: -4.8297 -4.5119 0.2838
H: -6.5004 -2.6625 0.6880
H: -3.4635 -0.1795 1.9123

***

Per-record E, a.u.: -4096.36213 -1497.77917 -4493.16067 -2865.28083 -1799.35739